Model A:
Here is a single C2H4N4O molecule from the Open Molecules 2025 dataset. Energies are from ωB97M-V/def2-TZVPD.

## Properties
SMILES ... OCc1nnn[nH]1
Lowest unoccupied orbital energy ... 0.40 eV
Charge ... 0

Bonds (Å) are listed after each position.
Positions of all 11 atoms, in Å:
1 C 1.18 0.62 0.18  C2 1.504, H4 1.070, H5 1.141, O11 1.366
2 C -0.29 0.34 0.22  C1 1.504, N7 1.328, N10 1.300
3 H 1.57 -0.84 -1.23  O11 1.053
4 H 1.14 1.55 -0.34  C1 1.070
5 H 1.46 0.65 1.29  C1 1.141
6 H -0.52 -1.85 0.47  N10 1.088
7 N -1.22 1.23 -0.12  C2 1.328, N8 1.344
8 N -2.27 0.42 -0.30  N7 1.344, N9 1.278
9 N -2.13 -0.82 -0.01  N8 1.278, N10 1.326
10 N -0.81 -0.85 0.14  C2 1.300, H6 1.088, N9 1.326
11 O 1.90 -0.44 -0.31  C1 1.366, H3 1.053

---

Model B:
Here is a single C2H4N4O molecule from the Open Molecules 2025 dataset. Energies are from ωB97M-V/def2-TZVPD.

## Properties
SMILES ... Nc1n[nH]c(O)n1
Lowest unoccupied orbital energy ... 0.54 eV
Charge ... 0

Bonds (Å) are listed after each position.
Positions of all 11 atoms, in Å:
1 N -1.97 -0.48 -1.00  C2 1.378, H8 1.010, H9 1.009
2 C -0.77 -0.10 -0.45  N1 1.378, N3 1.319, N7 1.368
3 N -0.40 1.16 -0.35  C2 1.319, N4 1.366
4 N 0.78 1.04 0.34  N3 1.366, C5 1.343, H10 1.007
5 C 1.04 -0.26 0.57  N4 1.343, O6 1.349, N7 1.309
6 O 2.14 -0.66 1.23  C5 1.349, H11 0.966
7 N 0.09 -1.02 0.09  C2 1.368, C5 1.309
8 H -2.40 0.24 -1.57  N1 1.010
9 H -1.95 -1.39 -1.43  N1 1.009
10 H 1.40 1.83 0.44  N4 1.007
11 H 2.05 -0.38 2.15  O6 0.966

---

Model C:
Here is a single C2H4N4O molecule from the Open Molecules 2025 dataset. Energies are from ωB97M-V/def2-TZVPD.

## Properties
SMILES ... [H]/N=c1/cn[nH]n1O
Lowest unoccupied orbital energy ... 0.12 eV
Charge ... 0

Bonds (Å) are listed after each position.
Positions of all 11 atoms, in Å:
1 C 0.14 -1.46 -0.39  C2 1.487, H5 1.111, N9 1.290
2 C 0.84 -0.16 -0.23  C1 1.487, N7 1.448, N10 1.264
3 H -0.38 1.27 1.60  O11 1.044
4 H -2.21 0.33 -0.43  N8 0.990
5 H 0.51 -2.48 -0.63  C1 1.111
6 H 2.03 1.17 -0.04  N10 1.032
7 N -0.26 0.77 -0.28  C2 1.448, N8 1.452, O11 1.395
8 N -1.43 -0.03 0.05  H4 0.990, N7 1.452, N9 1.355
9 N -1.14 -1.31 -0.27  C1 1.290, N8 1.355
10 N 2.06 0.14 -0.07  C2 1.264, H6 1.032
11 O -0.16 1.76 0.70  H3 1.044, N7 1.395

---

Model D:
Here is a single C2H4N4O molecule from the Open Molecules 2025 dataset. Energies are from ωB97M-V/def2-TZVPD.

## Properties
SMILES ... [H]/N=c1/nnn(C)o1
Lowest unoccupied orbital energy ... 0.05 eV
Charge ... 0

Bonds (Å) are listed after each position.
Positions of all 11 atoms, in Å:
1 C -1.81 -0.24 0.17  H3 1.099, H4 1.094, H5 1.098, N7 1.461
2 C 1.58 0.16 -0.07  N9 1.422, N10 1.254, O11 1.381
3 H -1.63 -0.44 1.23  C1 1.099
4 H -2.16 -1.13 -0.35  C1 1.094
5 H -2.54 0.57 0.02  C1 1.098
6 H 2.92 -1.18 -0.04  N10 1.013
7 N -0.59 0.19 -0.50  C1 1.461, N8 1.354, O11 1.401
8 N -0.16 1.44 -0.19  N7 1.354, N9 1.260
9 N 1.09 1.49 0.00  C2 1.422, N8 1.260
10 N 2.79 -0.18 0.04  C2 1.254, H6 1.013
11 O 0.50 -0.67 -0.31  C2 1.381, N7 1.401

---

Ranked by calculated energy, most stable first: model B, model A, model D, model C.

---

Model A:
Here is a 2-piece molecular cluster, C4H9N2O2 overall from the Open Molecules 2025 dataset. Energies are from ωB97M-V/def2-TZVPD.

## Properties
Lowest unoccupied orbital energy (spin up / spin down) ... -4.93 / -5.73 eV
Charge ... +1

Bonds (Å) are listed after each position.
Positions of all 17 atoms, in Å:
1 C 2.89 0.75 0.35  N5 1.205, H9 1.140, H10 1.095
2 C -0.89 -1.78 -0.60  N6 1.518, H11 1.069, H12 1.128, H13 1.139
3 C -1.46 1.67 0.39  C4 1.300, H14 1.027, H15 1.112
4 C -1.29 0.71 -0.47  C3 1.300, N6 1.460, H17 1.119
5 N 2.26 0.34 -0.59  C1 1.205, O7 1.204
6 N -0.46 -0.43 -0.07  C2 1.518, C4 1.460, O8 1.326
7 O 1.25 -0.19 -0.98  N5 1.204
8 O -0.12 -0.50 1.21  N6 1.326, H16 1.003
9 H 3.95 1.03 0.04  C1 1.140
10 H 2.39 0.95 1.30  C1 1.095
11 H -1.70 -1.48 -1.23  C2 1.069
12 H -1.19 -2.35 0.33  C2 1.128
13 H -0.03 -2.17 -1.23  C2 1.139
14 H -1.15 1.75 1.36  C3 1.027
15 H -2.02 2.54 -0.01  C3 1.112
16 H -0.48 -1.36 1.58  O8 1.003
17 H -1.95 0.53 -1.36  C4 1.119

---

Model B:
Here is an isolated ion of composition C4H9N2O2 and charge +1 from the Open Molecules 2025 dataset. Energies are from ωB97M-V/def2-TZVPD.

## Properties
SMILES ... C=[N+]([O-])C/C=[N+](/C)O
Lowest unoccupied orbital energy ... -4.73 eV
Charge ... +1

Bonds (Å) are listed after each position.
Positions of all 17 atoms, in Å:
1 C 2.80 0.35 -0.50  N5 1.279, H9 1.173, H10 1.035
2 C -2.64 -0.23 -0.47  N6 1.439, H11 1.068, H12 1.124, H13 1.087
3 C 0.81 0.53 0.84  C4 1.438, N5 1.463, H14 1.089, H15 1.152
4 C -0.48 0.74 0.23  C3 1.438, N6 1.288, H17 1.059
5 N 1.76 -0.20 0.00  C1 1.279, C3 1.463, O7 1.284
6 N -1.28 -0.24 0.02  C2 1.439, C4 1.288, O8 1.337
7 O 1.51 -1.46 -0.08  N5 1.284
8 O -0.96 -1.47 0.41  N6 1.337, H16 1.210
9 H 3.62 -0.31 -1.04  C1 1.173
10 H 2.80 1.37 -0.37  C1 1.035
11 H -3.10 0.72 -0.59  C2 1.068
12 H -3.32 -0.73 0.27  C2 1.124
13 H -2.79 -0.46 -1.52  C2 1.087
14 H 0.58 -0.18 1.63  C3 1.089
15 H 1.41 1.51 1.00  C3 1.152
16 H 0.24 -1.57 0.28  O8 1.210
17 H -0.97 1.62 -0.11  C4 1.059

---

Model C:
Here is an isolated ion of composition C4H9N2O2 and charge +1 from the Open Molecules 2025 dataset. Energies are from ωB97M-V/def2-TZVPD.

## Properties
SMILES ... NC(=O)C[C@H]([NH3+])C=O
Lowest unoccupied orbital energy ... -3.60 eV
Charge ... +1

Bonds (Å) are listed after each position.
Positions of all 17 atoms, in Å:
1 O -1.61 0.73 -2.34  C2 1.197
2 C -0.95 1.37 -1.57  O1 1.197, C3 1.504, H9 1.097
3 C -0.60 0.84 -0.21  C2 1.504, C4 1.537, N8 1.489, H10 1.084
4 C 0.67 -0.01 -0.38  C3 1.537, C5 1.526, H11 1.090, H12 1.083
5 C 1.04 -0.68 0.95  C4 1.526, N6 1.328, O7 1.228
6 N 2.21 -1.30 0.99  C5 1.328, H13 1.004, H14 1.006
7 O 0.24 -0.69 1.88  C5 1.228
8 N -1.65 -0.08 0.30  C3 1.489, H15 1.019, H16 1.025, H17 1.026
9 H -0.52 2.34 -1.86  C2 1.097
10 H -0.39 1.52 0.61  C3 1.084
11 H 0.48 -0.79 -1.11  C4 1.090
12 H 1.49 0.62 -0.70  C4 1.083
13 H 2.50 -1.71 1.86  N6 1.004
14 H 2.87 -1.27 0.24  N6 1.006
15 H -1.34 -0.43 1.20  N8 1.019
16 H -1.92 -0.85 -0.33  N8 1.025
17 H -2.55 0.38 0.48  N8 1.026

---

Ranked by calculated energy, most stable first: model C, model B, model A.

---

Model A:
Here is a single C2H4O2 molecule from the Open Molecules 2025 dataset. Energies are from ωB97M-V/def2-TZVPD.

## Properties
SMILES ... CC1OO1
Lowest unoccupied orbital energy ... 1.01 eV
Charge ... 0

Bonds (Å) are listed after each position.
Positions of all 8 atoms, in Å:
1 C -0.45 -0.29 0.46  C2 1.538, O3 1.635, O4 1.296, H5 1.098
2 C 0.81 0.11 -0.33  C1 1.538, H6 1.150, H7 1.100, H8 1.188
3 O -1.64 0.80 0.18  C1 1.635, O4 1.422
4 O -1.47 -0.53 -0.29  C1 1.296, O3 1.422
5 H -0.35 -0.73 1.46  C1 1.098
6 H 1.34 -0.91 -0.34  C2 1.150
7 H 1.38 0.91 0.16  C2 1.100
8 H 0.38 0.63 -1.31  C2 1.188

---

Model B:
Here is a 2-piece molecular cluster, C2H4O2 overall from the Open Molecules 2025 dataset. Energies are from ωB97M-V/def2-TZVPD.

## Properties
Lowest unoccupied orbital energy (spin up / spin down) ... -0.09 / 0.38 eV
Charge ... 0

Bonds (Å) are listed after each position.
Positions of all 8 atoms, in Å:
1 C -0.68 -0.87 -0.14  C2 1.435, O3 1.496, H5 1.067, H6 1.094
2 C 0.20 0.15 0.36  C1 1.435, O3 1.323, O4 1.344
3 O -0.96 0.07 0.98  C1 1.496, C2 1.323
4 O 1.37 0.02 1.00  C2 1.344, H8 0.923
5 H -1.36 -0.67 -0.94  C1 1.067
6 H -0.50 -1.94 -0.04  C1 1.094
7 H 0.51 2.29 -0.26  no bonds
8 H 1.58 0.55 1.73  O4 0.923

---

Model C:
Here is a 2-piece molecular cluster, C2H4O2 overall from the Open Molecules 2025 dataset. Energies are from ωB97M-V/def2-TZVPD.

## Properties
Lowest unoccupied orbital energy ... 1.10 eV
Charge ... 0

Bonds (Å) are listed after each position.
Positions of all 8 atoms, in Å:
1 O -1.24 0.22 -0.29  C2 1.405, H5 0.965
2 C -0.30 -0.81 -0.10  O1 1.405, H6 1.100, H7 1.088, H8 1.108
3 C 1.76 1.11 0.08  O4 1.138
4 O 0.89 1.82 0.29  C3 1.138
5 H -0.99 1.00 0.23  O1 0.965
6 H -0.31 -1.20 0.93  C2 1.100
7 H -0.56 -1.60 -0.80  C2 1.088
8 H 0.75 -0.54 -0.34  C2 1.108

---

Model D:
Here is a 2-piece molecular cluster, C2H4O2 overall from the Open Molecules 2025 dataset. Energies are from ωB97M-V/def2-TZVPD.

## Properties
SMILES ... C=O.C=O
Lowest unoccupied orbital energy ... 0.88 eV
Charge ... 0

Bonds (Å) are listed after each position.
Positions of all 8 atoms, in Å:
1 O 1.19 0.57 -1.54  C2 1.224
2 C 1.00 1.58 -0.88  O1 1.224, H3 1.116, H4 1.116
3 H 1.78 2.35 -0.65  C2 1.116
4 H -0.02 1.76 -0.48  C2 1.116
5 O -1.52 -0.63 0.38  C6 1.197
6 C -1.00 -1.59 0.88  O5 1.197, H7 1.116, H8 1.116
7 H -1.47 -2.17 1.70  C6 1.116
8 H 0.04 -1.87 0.59  C6 1.116

---

Ranked by calculated energy, most stable first: model C, model D, model A, model B.

---

Model A:
Here is a single C2H4O2 molecule from the Open Molecules 2025 dataset. Energies are from ωB97M-V/def2-TZVPD.

## Properties
SMILES ... CC(=O)O
Lowest unoccupied orbital energy ... 0.75 eV
Charge ... 0

Bonds (Å) are listed after each position.
Positions of all 8 atoms, in Å:
1 O -0.62 -0.57 -1.06  C2 1.194
2 C -0.08 -0.02 -0.14  O1 1.194, O3 1.353, C4 1.520
3 O -0.60 1.05 0.51  C2 1.353, H5 0.948
4 C 1.20 -0.49 0.52  C2 1.520, H6 1.101, H7 1.083, H8 1.085
5 H -1.39 1.39 0.11  O3 0.948
6 H 1.47 0.18 1.36  C4 1.101
7 H 2.13 -0.54 -0.03  C4 1.083
8 H 0.93 -1.45 0.94  C4 1.085

---

Model B:
Here is a 2-piece molecular cluster, C2H4O2 overall from the Open Molecules 2025 dataset. Energies are from ωB97M-V/def2-TZVPD.

## Properties
Lowest unoccupied orbital energy ... 1.11 eV
Charge ... 0

Bonds (Å) are listed after each position.
Positions of all 8 atoms, in Å:
1 O 0.26 -1.14 -0.53  C2 1.403, H5 0.969
2 C 0.76 0.13 -0.22  O1 1.403, H6 1.098, H7 1.084, H8 1.181
3 C -1.44 0.93 0.54  O4 1.145
4 O -1.78 -0.16 0.64  C3 1.145
5 H -0.51 -1.38 0.01  O1 0.969
6 H 1.39 0.10 0.68  C2 1.098
7 H 1.29 0.48 -1.10  C2 1.084
8 H 0.03 1.04 -0.03  C2 1.181

---

Ranked by calculated energy, most stable first: model A, model B.

---

Model A:
Here is a 2-piece molecular cluster, C2H4O2 overall from the Open Molecules 2025 dataset. Energies are from ωB97M-V/def2-TZVPD.

## Properties
SMILES ... O=C=O.C
Lowest unoccupied orbital energy ... 0.67 eV
Charge ... 0

Bonds (Å) are listed after each position.
Positions of all 8 atoms, in Å:
1 C 0.84 -0.15 -0.01  H5 1.310, H6 1.085, H7 1.085, H8 1.100
2 C -1.27 0.02 0.14  O3 1.233, O4 1.166
3 O -1.36 1.16 -0.32  C2 1.233
4 O -1.78 -0.97 0.48  C2 1.166
5 H 0.04 0.85 -0.28  C1 1.310
6 H 0.82 -1.11 -0.51  C1 1.085
7 H 1.13 -0.27 1.03  C1 1.085
8 H 1.58 0.47 -0.53  C1 1.100

---

Model B:
Here is a 2-piece molecular cluster, C2H4O2 overall from the Open Molecules 2025 dataset. Energies are from ωB97M-V/def2-TZVPD.

## Properties
Lowest unoccupied orbital energy ... 1.07 eV
Charge ... 0

Bonds (Å) are listed after each position.
Positions of all 8 atoms, in Å:
1 C 0.89 -0.39 0.03  O2 1.416, H5 1.102, H6 1.095, H7 1.095
2 O 0.36 0.91 0.16  C1 1.416, H8 0.981
3 C -1.95 0.76 -0.10  O4 1.136
4 O -2.22 -0.21 0.43  C3 1.136
5 H 0.14 -1.18 -0.12  C1 1.102
6 H 1.40 -0.62 0.98  C1 1.095
7 H 1.63 -0.44 -0.77  C1 1.095
8 H -0.23 1.18 -0.58  O2 0.981

---

Ranked by calculated energy, most stable first: model B, model A.

---

Model A:
Here is an isolated ion of composition C2H3N2O2 and charge +1 from the Open Molecules 2025 dataset. Energies are from ωB97M-V/def2-TZVPD.

## Properties
SMILES ... NC(=O)[NH+]=C=O
Lowest unoccupied orbital energy ... -5.42 eV
Charge ... +1

Bonds (Å) are listed after each position.
Positions of all 9 atoms, in Å:
1 C 1.25 -0.13 -0.23  N3 1.756, N4 1.289, O6 1.164
2 C 1.54 2.32 -0.98  N3 1.211, O5 1.121
3 N 0.72 1.44 -0.81  C1 1.756, C2 1.211, H7 1.073
4 N 0.26 -0.68 0.39  C1 1.289, H8 1.073, H9 1.010
5 O 2.39 3.05 -1.00  C2 1.121
6 O 2.36 -0.29 -0.55  C1 1.164
7 H -0.26 1.35 -1.23  N3 1.073
8 H -0.46 0.10 0.55  N4 1.073
9 H 0.25 -1.61 0.79  N4 1.010

---

Model B:
Here is a 2-piece molecular cluster, C2H3N2O2 overall from the Open Molecules 2025 dataset. Energies are from ωB97M-V/def2-TZVPD.

## Properties
Lowest unoccupied orbital energy (spin up / spin down) ... -9.19 / -9.19 eV
Charge ... +1

Bonds (Å) are listed after each position.
Positions of all 9 atoms, in Å:
1 C 1.62 0.52 0.04  N3 1.196, H7 1.063
2 C -1.13 -0.81 -0.45  N4 1.279, O5 1.212, H8 1.127
3 N 2.43 -0.36 -0.01  C1 1.196, O6 1.132
4 N -0.37 -0.51 0.53  C2 1.279, H9 0.966
5 O -2.11 -1.29 0.08  C2 1.212
6 O 3.16 -1.22 -0.05  N3 1.132
7 H 1.57 1.57 -0.15  C1 1.063
8 H -0.70 -0.72 -1.49  C2 1.127
9 H -0.80 -0.50 1.40  N4 0.966

---

Ranked by calculated energy, most stable first: model A, model B.